(1)
Below is 3 unconnected molecules or ions with the total composition C18H46BN5O11P3, with properties calculated with the ωB97M-V functional and the def2-TZVPD basis.

CARTESIAN COORDINATES (ANGSTROEM)
1 P -0.081 4.657 -2.529
2 P 4.007 -2.062 3.547
3 P -3.853 -5.473 -2.706
4 O -4.198 -3.778 -2.693
5 O 4.600 -2.086 2.049
6 O -3.545 -6.990 -2.717
7 O -5.455 -5.621 -2.288
8 O -3.269 -5.287 -1.155
9 O -0.001 3.828 -1.012
10 O 0.200 3.185 -3.260
11 O -0.151 5.399 -3.886
12 O 1.316 3.073 2.852
13 O -1.722 4.467 -2.345
14 O 3.398 0.275 6.223
15 N 4.646 1.499 4.205
16 N 3.065 -0.520 3.799
17 N 0.991 0.695 3.072
18 N 0.002 0.338 2.140
19 N 1.469 -1.516 2.090
20 C 1.199 3.065 -4.268
21 C -2.427 -2.188 -3.044
22 C 0.963 4.395 3.451
23 C 0.845 2.743 -0.699
24 C 6.096 1.095 4.366
25 C 2.134 3.234 -0.076
26 C -6.194 -7.712 -1.350
27 C -0.852 -5.039 -1.399
28 C -6.187 -6.801 -2.564
29 C 0.793 1.997 3.758
30 C -2.643 5.336 -2.977
31 C 0.163 -1.006 1.464
32 C -3.119 4.735 -4.288
33 C -3.425 -2.775 -2.070
34 C 4.358 2.876 4.760
35 C 1.939 -0.440 3.059
36 C 2.602 3.124 -3.693
37 C -2.001 -5.828 -0.799
38 B 3.701 0.439 4.758
39 H -3.833 5.399 -4.782
40 H 5.188 -2.080 4.412
41 H 1.925 3.788 0.845
42 H -0.921 -5.013 -2.492
43 H 0.109 -5.487 -1.122
44 H -1.762 -2.957 -3.437
45 H 6.783 1.748 3.648
46 H 6.211 -0.028 3.977
47 H 2.660 3.915 -0.746
48 H -2.941 -3.103 -1.150
49 H -0.784 1.004 1.961
50 H -6.646 -7.204 -0.492
51 H 3.651 3.417 3.967
52 H 3.349 3.046 -4.491
53 H -0.115 4.762 3.146
54 H 2.767 4.062 -3.153
55 H 1.037 2.078 -1.542
56 H -2.287 4.548 -4.972
57 H -3.601 3.769 -4.113
58 H 5.367 3.468 4.928
59 H -5.180 -7.990 -1.047
60 H -2.945 -1.743 -3.900
61 H -7.216 -6.501 -2.790
62 H 2.773 2.304 -2.991
63 H -3.500 5.447 -2.304
64 H -0.381 2.206 3.814
65 H 6.481 1.107 5.479
66 H 3.209 -3.239 3.773
67 H 2.789 2.392 0.165
68 H 0.312 2.133 0.038
69 H 4.275 0.238 6.737
70 H 1.062 4.390 4.622
71 H 1.730 5.187 2.997
72 H 3.726 2.822 5.767
73 H -1.931 -5.786 0.293
74 H -2.219 6.336 -3.114
75 H -1.926 -6.883 -1.073
76 H 1.187 2.090 4.856
77 H -6.758 -8.626 -1.553
78 H -4.122 -1.986 -1.767
79 H -1.828 -1.411 -2.558
80 H 1.052 2.094 -4.751
81 H -5.803 -7.309 -3.455
82 H -0.521 -1.552 0.686
83 H -0.857 -4.006 -1.044
84 H 1.072 3.821 -5.047

The value obtained for the frontier orbital gap is 7.4 eV. The total energy comes out at -2863.27486 Ha. As for the charge: +1.

***

(2)
Below is a molecular structure, C26H32CeNO5S, with properties calculated with the ωB97M-V functional and the def2-TZVPD basis.

CARTESIAN COORDINATES (ANGSTROEM)
1 Ce -0.708 0.642 0.173
2 S -0.955 -2.546 -0.543
3 O 0.228 -1.702 -0.170
4 O 0.551 2.384 -0.496
5 O 3.946 -0.390 -2.373
6 O -4.047 -2.066 1.470
7 O -1.130 -2.753 -1.960
8 N -2.132 -1.722 0.207
9 C 4.976 -0.802 -1.443
10 C -0.738 -5.316 0.159
11 C 2.207 3.697 -1.241
12 C -0.105 1.427 3.004
13 C 2.866 -0.674 -0.235
14 C -1.947 0.098 2.586
15 C -1.847 1.557 -1.946
16 C -1.379 -6.409 0.765
17 C -2.983 -4.924 1.838
18 C 2.076 2.404 -0.463
19 C 2.687 -0.710 -1.771
20 C -1.272 -4.037 0.351
21 C 0.252 4.841 -0.083
22 C 0.060 3.957 -2.484
23 C -3.052 1.856 0.018
24 C -1.507 1.449 2.741
25 C -2.986 -2.484 0.981
26 C -2.215 2.509 -0.919
27 C -2.492 -6.217 1.604
28 C -3.266 0.527 -0.446
29 C 0.330 0.062 2.985
30 C -2.419 -3.857 1.121
31 C 4.355 -0.999 -0.043
32 C -0.806 -0.758 2.718
33 C 0.690 3.806 -1.119
34 C -2.496 0.331 -1.637
35 H 2.692 0.322 0.177
36 H 4.834 -0.361 0.713
37 H -1.189 1.724 -2.801
38 H -3.472 2.310 0.912
39 H 1.326 -0.283 3.253
40 H 0.413 3.159 -3.147
41 H 2.420 2.445 0.585
42 H 2.463 1.558 -1.045
43 H 0.789 4.700 0.869
44 H 5.399 -1.770 -1.792
45 H -2.160 2.322 2.751
46 H -0.823 -1.845 2.749
47 H 2.747 4.528 -0.776
48 H 4.444 -2.040 0.249
49 H -3.949 -0.181 0.009
50 H 0.167 -5.420 -0.435
51 H 5.790 -0.057 -1.433
52 H -3.807 -4.720 2.521
53 H 0.503 2.290 3.262
54 H -2.987 -7.080 2.049
55 H -2.398 -0.566 -2.241
56 H 1.927 -0.038 -2.203
57 H 2.172 -1.372 0.240
58 H -0.832 4.810 0.108
59 H 0.498 5.846 -0.459
60 H -1.998 3.574 -0.887
61 H 2.378 -1.731 -2.061
62 H 2.559 3.501 -2.260
63 H -2.973 -0.253 2.509
64 H -1.001 -7.416 0.588
65 H 0.352 4.930 -2.905
66 H -1.027 3.934 -2.451

The value obtained for the frontier orbital gap (spin up / spin down) is 5.8 / 8.7 eV. The total energy comes out at -2313.89686 Ha. The energy relative to the best compared isomer or geometry (same formula, charge and spin) is 61.0 kJ/mol. As for the charge: +1.

***

(3)
Below is 2 unconnected molecules or ions with the total composition C14H16, with properties calculated with the ωB97M-V functional and the def2-TZVPD basis.

CARTESIAN COORDINATES (ANGSTROEM)
1 C -1.343 -2.382 1.083
2 C 2.046 1.624 -2.287
3 C 2.364 1.464 -3.755
4 C -3.546 -1.585 1.316
5 C 1.600 2.054 0.413
6 C -1.721 -0.308 2.349
7 C 2.281 0.598 -1.371
8 C 1.519 2.832 -1.838
9 C 1.281 3.052 -0.487
10 C -2.692 -2.448 0.726
11 C -0.847 -1.254 1.849
12 C -0.425 -3.442 0.607
13 C -3.062 -0.494 2.144
14 C 2.084 0.847 -0.025
15 H 0.920 4.032 -0.184
16 H -3.770 0.222 2.525
17 H 2.607 -0.386 -1.652
18 H 2.446 2.441 -4.234
19 H 3.272 0.880 -3.929
20 H -0.725 -3.731 -0.412
21 H -3.071 -3.242 0.111
22 H 0.189 -1.098 2.070
23 H -1.370 0.443 2.980
24 H -4.618 -1.638 1.174
25 H -0.592 -4.373 1.151
26 H 1.495 2.257 1.468
27 H 1.593 0.911 -4.299
28 H 1.230 3.611 -2.533
29 H 0.626 -3.197 0.580
30 H 2.244 0.086 0.732

The expectation value of S² is 0.77. The value obtained for the frontier orbital gap (spin up / spin down) is 7.1 / 3.2 eV. The total energy comes out at -542.74316 Ha. The energy relative to the best compared isomer or geometry (same formula, charge and spin) is 27.3 kJ/mol. Its multiplicity is 2. As for the charge: +1.

***

(4)
Below is 5 unconnected molecules or ions with the total composition C2H14O4S, with properties calculated with the ωB97M-V functional and the def2-TZVPD basis.

CARTESIAN COORDINATES (ANGSTROEM)
1 S 0.758 -0.139 2.365
2 O -1.405 1.777 0.635
3 O 0.973 -2.783 -3.164
4 O -1.531 -1.216 -2.422
5 O -3.632 1.318 2.470
6 C 1.680 -0.345 0.800
7 C 2.265 0.974 0.224
8 H -1.285 -0.728 -1.624
9 H 2.446 -1.107 0.911
10 H -0.452 1.693 0.768
11 H 1.695 1.291 -0.651
12 H -3.901 0.396 2.483
13 H -2.948 1.375 1.785
14 H 0.938 -0.700 0.077
15 H 3.266 0.763 -0.129
16 H -2.358 -1.632 -2.149
17 H 2.417 1.732 0.975
18 H 1.784 0.472 2.973
19 H 0.593 -3.069 -4.014
20 H 0.209 -2.732 -2.574
21 H -1.513 2.660 0.263

The value obtained for the frontier orbital gap is 9.7 eV. The total energy comes out at -783.72207 Ha. The energy relative to the best compared isomer or geometry (same formula, charge and spin) is 82.0 kJ/mol. Its SMILES is CCS.O.O.O.O.

***

How do the records compare in strongest force on any atom? In the order shown, they have 9.553 3.460 1.830 1.170 eV Å⁻¹.